1.
Below is 13 unconnected molecules or ions with the total composition C29H65N13O31, with properties calculated with ωB97M-V/def2-TZVPD.

* charge: 0

```
138
C29H65N13O31 ωB97M-V/def2-TZVPD
C 4.2240 -1.6456 1.4552
C 4.3362 -0.3462 0.6383
O 5.2586 0.3773 0.7476
O 3.3082 -0.1359 -0.2232
C 3.0825 1.2635 -0.4841
C 1.7809 1.4715 -1.3176
C 0.5394 1.5919 -0.3898
C -0.7585 1.3635 -1.2527
C -1.8952 0.6660 -0.4295
C -3.1286 1.5848 -0.1762
C -3.9676 1.8496 -1.4717
N -3.6933 0.9820 -2.6084
O -2.4839 2.8316 0.2489
C -2.0976 2.6175 1.5545
O -1.2810 3.1830 2.1241
O -2.8443 1.5626 2.0570
C -3.9308 1.3596 1.1200
C -4.9408 2.4705 1.5786
C -6.3353 2.4121 0.9223
O -7.2627 1.8015 1.3312
C -4.7143 0.0263 1.2049
C -3.8043 -1.2368 1.2981
C -3.7061 -2.0751 -0.0318
C -4.1058 -3.5767 0.1450
O -3.0107 -4.3959 -0.2960
H 4.6116 -1.4508 2.4683
H 3.1684 -1.9412 1.5480
H 4.8415 -2.4387 1.0087
H 3.9091 1.6110 -1.1338
H 3.0283 1.8676 0.4388
H 1.9112 2.3887 -1.9184
H 1.6897 0.5852 -1.9724
H 0.5775 0.7158 0.2898
H 0.5202 2.5486 0.1539
H -0.4481 0.6734 -2.0504
H -1.0895 2.2808 -1.7625
H -2.1595 -0.2351 -1.0073
H -1.4601 0.2799 0.5104
H -5.0556 1.7692 -1.2748
H -3.7986 2.9003 -1.7686
H -3.7381 -0.0015 -2.3793
H -2.8434 1.2270 -3.1014
H -5.1032 2.3008 2.6601
H -4.5670 3.5035 1.4711
H -6.4922 3.0423 0.0056
H -5.3417 -0.0793 0.3008
H -5.3650 0.0948 2.0934
H -2.7865 -0.9773 1.6354
H -4.2286 -1.9223 2.0552
H -2.6416 -2.0514 -0.3326
H -4.2894 -1.5877 -0.8380
H -4.3055 -3.8393 1.1945
H -4.9717 -3.8518 -0.4905
H -2.6484 -3.9435 -1.0773
C 6.1098 -2.2846 -3.0559
N 4.6528 -2.4464 -2.7972
O 3.8842 -2.0501 -3.6492
O 4.3365 -2.9655 -1.7441
H 6.2408 -1.8110 -4.0230
H 6.5157 -1.6625 -2.2615
H 6.5561 -3.2758 -3.0467
C 1.1765 0.7859 -5.7209
N 0.2150 0.8719 -4.5896
O 0.1609 1.9198 -3.9790
O -0.4514 -0.1202 -4.3564
H 1.6937 1.7362 -5.8075
H 1.8740 -0.0179 -5.4968
H 0.6049 0.5710 -6.6200
C -1.0616 4.6888 4.9104
N -0.7751 5.9336 5.6706
O 0.3822 6.1465 5.9791
O -1.7281 6.6525 5.9302
H -0.1314 4.1548 4.7527
H -1.7525 4.0950 5.5042
H -1.5050 4.9774 3.9621
C 0.1150 6.2473 -4.9747
N 1.0472 5.2354 -4.4101
O 1.1637 4.1821 -5.0060
O 1.6317 5.5348 -3.3862
H -0.3279 5.8465 -5.8786
H -0.6475 6.4463 -4.2251
H 0.6940 7.1372 -5.1917
C 1.2781 -4.5614 -1.5178
N -0.1800 -4.7957 -1.6982
O -0.6268 -5.8766 -1.3844
O -0.8241 -3.8647 -2.1548
H 1.7312 -5.4535 -1.1100
H 1.6942 -4.3296 -2.4949
H 1.3909 -3.7235 -0.8344
C 3.5207 6.6029 -7.0623
N 2.3267 6.6517 -7.9516
O 1.2690 7.0019 -7.4564
O 2.4938 6.3371 -9.1093
H 3.2253 6.9072 -6.0631
H 3.8866 5.5796 -7.0625
H 4.2611 7.2851 -7.4713
C -0.8884 5.9327 9.0019
N -1.6670 4.8822 9.7124
O -2.2830 5.2107 10.7054
O -1.6298 3.7586 9.2421
H -1.0114 6.8749 9.5247
H 0.1540 5.6244 9.0032
H -1.2737 6.0019 7.9895
C -2.0518 -8.5813 -1.7905
N -1.5908 -9.4002 -2.9443
O -1.3997 -8.8312 -4.0021
O -1.4363 -10.5924 -2.7482
H -2.1443 -7.5499 -2.1090
H -3.0174 -8.9763 -1.4706
H -1.3076 -8.6764 -1.0041
C 5.1939 -7.4402 -0.0570
N 4.1293 -6.4763 -0.4324
O 4.3158 -5.7856 -1.4178
O 3.1415 -6.4386 0.2750
H 6.0043 -7.3565 -0.7717
H 5.5295 -7.1793 0.9386
H 4.7606 -8.4378 -0.0788
C 1.4627 9.7537 8.7841
N 0.5027 9.7933 9.9216
O 0.4137 10.8289 10.5468
O -0.1265 8.7753 10.1409
H 1.9483 10.7207 8.7059
H 2.1875 8.9718 8.9946
H 0.8950 9.5305 7.8841
C -6.7538 -10.2136 -0.5994
N -5.7721 -9.2129 -1.0989
O -6.0980 -8.5291 -2.0456
O -4.7039 -9.1537 -0.5159
H -7.6498 -10.1543 -1.2081
H -6.2923 -11.1941 -0.6828
H -6.9717 -9.9689 0.4368
C 7.3855 -3.2534 0.4727
N 6.7714 -4.3855 1.2175
O 6.1365 -4.1231 2.2156
O 6.9510 -5.5045 0.7655
H 7.1440 -2.3279 0.9858
H 8.4598 -3.4181 0.4551
H 6.9686 -3.2602 -0.5316
```



2.
Below is 5 unconnected molecules or ions with the total composition C29H65N3O5, with properties calculated with ωB97M-V/def2-TZVPD.

* SMILES: CC1(C)CCCC(C)(C)N1O.CC1(C)CCCC(C)(C)N1O.CC1(C)CCCC(C)(C)N1O.CO.CO
* charge: 0

```
102
C29H65N3O5 ωB97M-V/def2-TZVPD
C -0.2584 -0.8103 3.4609
C -1.0221 -2.1628 3.5875
C -0.7173 -2.8129 4.9500
C -2.5315 -1.8593 3.3399
C -3.2567 -3.1725 3.2377
C -2.7667 -4.0395 2.1297
C -1.1877 -4.2858 2.2443
C -0.9187 -5.4591 3.1557
C -0.7869 -4.7174 0.8099
N -0.5654 -2.9528 2.4282
O 0.8345 -3.1626 2.5450
H -0.5013 -0.1225 4.2009
H 0.7962 -0.8913 3.4809
H -0.4716 -0.3235 2.4761
H -0.9601 -2.1805 5.7787
H -1.2358 -3.7291 4.9748
H 0.3334 -2.9998 4.9340
H -2.8485 -1.1841 4.2155
H -2.6475 -1.2485 2.4112
H -3.2466 -3.6344 4.2108
H -4.3180 -3.0285 3.0754
H -3.0346 -3.5878 1.1722
H -3.3035 -5.0098 2.2712
H -1.5054 -5.3702 4.0612
H 0.1365 -5.5241 3.3907
H -1.1702 -6.3856 2.6484
H 0.2010 -5.2156 0.8608
H -0.7114 -3.8843 0.0615
H -1.3856 -5.4450 0.3407
H 0.8217 -3.7115 3.3390
C 6.2201 -0.4587 -1.5064
C 4.8086 0.1189 -1.6824
C 3.7729 -1.0361 -2.0755
C 4.3765 0.7117 -0.4088
C 3.0301 1.4374 -0.4925
C 3.1696 2.5919 -1.5027
C 3.6917 2.0822 -2.8172
C 2.4621 1.4748 -3.5840
C 4.0886 3.3404 -3.6441
N 4.8819 1.1796 -2.6610
O 5.1450 0.6066 -3.9599
H 6.5048 -1.2434 -2.2015
H 6.9963 0.2577 -1.6684
H 6.3432 -0.9605 -0.5345
H 2.7476 -0.7902 -1.8110
H 3.7998 -1.1756 -3.2031
H 4.1069 -1.9364 -1.5924
H 4.3234 -0.0743 0.3257
H 5.0974 1.4173 -0.0342
H 2.2099 0.8620 -0.7982
H 2.6898 1.8104 0.4907
H 3.8777 3.2964 -1.1417
H 2.1782 2.9997 -1.7478
H 2.7030 0.9790 -4.4968
H 1.8542 2.3270 -3.8630
H 1.8277 0.7763 -2.9969
H 4.9251 3.9433 -3.1996
H 3.2616 4.0588 -3.8540
H 4.4691 3.1472 -4.7140
H 5.9184 1.0586 -4.2606
C -4.4356 3.6171 -1.7557
C -3.3179 2.7961 -1.0546
C -3.9619 1.9231 0.0348
C -2.6624 1.8717 -2.0980
C -1.3896 1.2461 -1.5808
C -0.4007 2.3344 -1.1169
C -1.0454 3.2920 -0.0886
C -1.2117 2.6755 1.2318
C -0.2243 4.5634 0.0972
N -2.3346 3.7823 -0.6317
O -2.9533 4.5022 0.3783
H -4.8631 3.0180 -2.5971
H -5.1877 3.8587 -1.0285
H -4.1242 4.5970 -2.1429
H -4.3652 2.5185 0.8861
H -4.8072 1.4367 -0.4484
H -3.2534 1.1705 0.4781
H -3.4152 1.1335 -2.3022
H -2.4267 2.4738 -2.9995
H -1.5890 0.5239 -0.8070
H -0.9007 0.5644 -2.2863
H -0.1012 2.9285 -2.0014
H 0.5184 2.0515 -0.6244
H -1.6539 1.7083 1.2532
H -1.7521 3.3024 1.9211
H -0.2810 2.5214 1.7820
H 0.7648 4.1842 0.2072
H -0.4559 5.0101 1.0619
H -0.2899 5.3198 -0.6801
H -2.8882 5.3867 -0.0856
C -3.6929 -1.7741 -1.1244
O -2.7959 -2.8881 -1.2138
H -3.2998 -0.9436 -1.6685
H -4.6495 -2.1748 -1.4676
H -3.8381 -1.5218 -0.0904
H -1.9591 -2.4816 -0.9355
C 0.6360 -1.3133 -0.3350
O -0.7660 -1.3850 0.0807
H 0.5831 -0.7509 -1.2691
H 1.2156 -0.7246 0.4177
H 1.0814 -2.2879 -0.3991
H -0.7593 -1.9569 0.8461
```



Number 1: total energy -4187.076177 hartree, maximum force 5.6 eV Å⁻¹. Number 2: total energy -1684.214403 hartree, maximum force 4.2 eV Å⁻¹.